1.
64
Properties=species:S:1:pos:R:3:forces:R:3:mulliken_charge:R:1 method="wB97M-V/def2-TZVPD" energy_ev=-152928.619 spin_multiplicity=6 s_squared=8.75 e_homo_ev="-7.934 / -8.012" max_force_ha_per_bohr=0.012 homo_lumo_gap_ev="8.38 / 8.41"
Mn 0.8376 0.8941 -1.2234 -0.457 0.389 -0.101 0.722
O 3.0088 0.4275 0.7098 0.053 0.010 0.061 -0.423
As 1.6502 0.9872 1.7266 0.363 0.292 -0.268 1.222
O 1.8506 0.3867 3.2162 -0.204 -0.113 0.203 -0.721
O 0.4121 0.5177 0.6946 -0.049 -0.149 -0.027 -0.212
C 1.6408 2.9390 1.8015 0.060 -0.100 0.172 -0.327
C 1.7014 3.3813 3.1203 0.015 -0.025 0.037 -0.821
C 1.6309 4.7319 3.4376 0.001 0.000 -0.040 -0.568
C 1.5045 5.6648 2.4267 0.002 -0.053 -0.016 -0.610
C 1.4574 5.2422 1.1046 -0.004 0.091 0.007 -0.509
C 1.5185 3.8953 0.7846 -0.020 0.046 -0.138 0.290
S 1.4351 3.5397 -0.9697 0.011 -0.085 0.115 1.695
O 2.4033 2.4411 -1.2040 0.025 -0.070 0.001 -0.626
O 1.6923 4.7653 -1.6573 0.007 -0.022 -0.046 -0.692
O 0.0996 2.9366 -1.2208 -0.045 -0.017 0.011 -0.700
H 3.8352 0.5111 1.2009 -0.006 -0.001 0.001 0.233
H 1.8039 2.6395 3.9027 -0.015 -0.010 -0.008 0.542
H 1.6767 5.0426 4.4729 0.001 0.003 0.002 0.403
H 1.4476 6.7215 2.6518 0.008 0.002 0.009 0.393
H 1.3824 5.9620 0.3022 -0.006 -0.012 -0.009 0.518
C 4.1880 -0.2212 -2.6454 0.017 0.059 0.025 -1.145
N 3.5853 -1.3482 -1.9510 -0.021 -0.040 -0.010 0.246
C 4.5065 -2.1847 -1.1964 0.041 0.018 0.017 -0.525
C 3.8606 -3.4982 -0.8176 -0.011 -0.025 -0.012 -0.750
C 2.5201 -3.2192 -0.1719 -0.007 0.008 -0.021 -0.495
N 1.7046 -2.4137 -1.0730 0.050 0.015 -0.008 0.315
C 0.2670 -2.4479 -0.8406 -0.027 0.014 -0.046 -1.229
C 2.2505 -1.4320 -1.8170 0.006 0.040 0.015 0.665
O 1.5055 -0.5876 -2.4145 0.015 -0.206 0.079 -1.057
H 4.6383 -0.5484 -3.5843 0.005 0.003 0.003 0.320
H 4.9628 0.2106 -2.0100 -0.012 0.006 0.002 0.346
H 3.4474 0.5444 -2.8454 0.020 -0.017 -0.020 0.384
H 4.8223 -1.6390 -0.3000 0.008 -0.012 -0.001 0.238
H 5.3934 -2.3480 -1.8110 -0.019 -0.007 -0.017 0.414
H 4.5072 -4.0486 -0.1349 -0.004 0.015 0.015 0.371
H 3.7127 -4.1118 -1.7089 0.005 0.001 -0.001 0.289
H 2.6364 -2.6976 0.7845 0.021 -0.008 0.000 0.254
H 1.9814 -4.1474 0.0176 -0.005 0.007 0.006 0.359
H -0.0415 -3.4895 -0.7529 -0.006 0.011 0.024 0.355
H -0.2571 -2.0014 -1.6815 0.010 0.006 0.013 0.393
H 0.0005 -1.9137 0.0735 -0.009 0.014 0.021 0.399
Te -2.5321 0.9265 -0.4018 0.138 -0.013 0.027 0.356
C -4.3803 0.3627 -1.2697 0.053 -0.024 0.001 -0.001
C -5.5688 0.8649 -0.7475 0.030 0.011 0.060 -0.427
C -6.7873 0.4904 -1.2946 -0.014 -0.012 -0.016 -0.549
C -6.8276 -0.3838 -2.3716 -0.013 0.002 -0.002 -0.401
C -5.6470 -0.8819 -2.9017 -0.024 -0.005 -0.011 -0.604
C -4.4279 -0.5079 -2.3537 0.087 0.007 -0.039 -0.075
C -2.5064 -0.6435 1.0126 -0.094 -0.099 -0.046 0.173
C -2.7613 -1.9540 0.6247 -0.086 0.025 -0.045 -0.389
C -2.7103 -2.9810 1.5562 0.006 -0.011 0.009 -0.502
C -2.3820 -2.7056 2.8763 0.006 -0.019 0.008 -0.514
C -2.1233 -1.3994 3.2641 0.008 -0.017 0.019 -0.573
C -2.1986 -0.3690 2.3385 0.082 0.082 -0.031 -0.284
H -5.5416 1.5468 0.0931 -0.002 0.000 -0.003 0.363
H -7.7066 0.8830 -0.8795 0.002 0.006 0.001 0.365
H -7.7785 -0.6720 -2.8008 -0.001 -0.005 0.006 0.366
H -5.6735 -1.5597 -3.7454 0.005 0.001 -0.001 0.376
H -3.5073 -0.8899 -2.7785 -0.006 -0.002 0.005 0.386
H -3.0128 -2.1755 -0.4064 0.003 -0.008 0.005 0.370
H -2.9216 -3.9979 1.2487 0.001 0.005 -0.005 0.415
H -2.3294 -3.5074 3.6016 -0.002 0.000 0.001 0.400
H -1.8597 -1.1787 4.2902 0.002 0.009 0.000 0.404
H -1.9966 0.6489 2.6480 0.004 -0.010 0.006 0.387

=====

2.
62
Properties=species:S:1:pos:R:3:forces:R:3:mulliken_charge:R:1 method="wB97M-V/def2-TZVPD" total_charge=+2 energy_ev=-66351.021 e_homo_ev=-13.954 max_force_ha_per_bohr=0.036 de_lowest_kcal_mol=50.3 homo_lumo_gap_ev=6.29
Pb 1.3972 -0.1033 1.8096 -0.439 0.086 0.321 1.153
C -1.5034 4.2563 5.3701 -0.010 -0.102 0.023 -0.632
C -2.2409 3.0234 4.8656 0.183 0.285 -0.013 -0.432
N -1.4338 1.7950 4.8788 -0.027 -0.166 0.094 -0.146
C -0.4466 1.5243 4.0362 0.308 -0.179 -0.393 0.588
S 0.1742 -0.1209 4.0583 0.330 -0.399 -0.289 -0.398
N -0.0091 2.4567 3.2372 -0.461 1.239 0.153 -0.728
N 0.9252 2.2396 2.3327 0.228 -1.796 -0.433 0.195
C 1.6327 3.1634 1.8044 -0.212 0.407 0.267 0.658
C 1.5086 4.5908 2.2239 -0.041 0.034 -0.033 -1.374
C 2.5751 2.7663 0.7355 -0.023 0.016 -0.041 0.376
C 3.1617 3.6987 -0.1020 0.021 0.084 -0.048 -0.590
C 4.0263 3.2649 -1.0988 -0.008 -0.026 -0.012 -0.468
C 4.2857 1.9111 -1.2326 0.011 0.003 0.042 -0.826
C 3.6575 1.0379 -0.3630 0.010 -0.033 0.023 -0.079
N 2.8274 1.4637 0.5922 -0.097 -0.625 -0.164 -0.186
H -2.1819 5.1083 5.3509 -0.003 -0.002 0.028 0.361
H -0.6525 4.4854 4.7334 0.016 0.020 0.041 -0.023
H -1.1575 4.1153 6.3935 0.010 0.018 -0.005 0.301
H -2.5855 3.1859 3.8441 -0.043 -0.044 -0.001 0.255
H -3.1058 2.8315 5.4961 -0.027 -0.110 -0.064 0.417
H -1.6819 1.0654 5.5282 -0.071 0.015 -0.022 0.234
H 1.0749 4.6449 3.2175 -0.013 -0.021 -0.007 0.174
H 0.8429 5.1240 1.5392 0.021 0.012 0.000 0.358
H 2.4741 5.0930 2.2290 0.017 -0.033 -0.048 0.442
H 2.9298 4.7486 0.0010 0.033 -0.002 0.051 0.416
H 4.4883 3.9798 -1.7664 -0.007 0.010 0.013 0.466
H 4.9580 1.5304 -1.9880 0.000 0.009 0.003 0.479
H 3.8245 -0.0308 -0.4241 0.005 0.037 -0.031 0.535
F 2.1756 -3.2871 1.9898 -0.318 0.093 0.123 -0.053
B 2.5553 -2.2429 1.3326 0.176 0.603 0.286 0.344
F 3.5401 -2.2514 0.4907 -0.027 0.193 -0.167 -0.087
O -0.2813 -0.4926 0.3103 0.555 0.466 0.304 -0.506
S -1.0746 -1.7814 -0.0469 0.022 -0.084 -0.320 0.369
C 0.0876 -2.8139 -1.0126 -0.047 0.271 -0.025 -0.898
C 0.5650 -2.2735 -2.3306 -0.006 0.154 0.034 0.175
C 1.1400 -1.0051 -2.4331 0.031 -0.052 -0.040 0.344
C 1.5542 -0.5212 -3.6646 0.002 -0.009 0.059 -0.811
C 1.4231 -1.3064 -4.8026 -0.033 0.045 0.025 -0.578
C 0.8808 -2.5782 -4.7008 -0.022 -0.015 -0.047 -0.672
C 0.4444 -3.0564 -3.4731 0.016 -0.031 0.041 -0.505
C -2.2012 -1.2553 -1.3624 -0.143 -0.134 0.142 -1.036
C -3.0072 -2.4761 -1.7277 0.022 -0.122 0.069 0.412
C -2.9224 -3.0307 -3.0000 0.003 0.075 -0.049 -0.232
C -3.6543 -4.1668 -3.3132 -0.001 -0.006 -0.032 -0.723
C -4.4624 -4.7631 -2.3561 0.063 -0.017 0.030 -0.433
C -4.5443 -4.2191 -1.0812 -0.007 -0.017 0.006 -0.774
C -3.8185 -3.0814 -0.7673 0.005 0.070 -0.027 -0.198
H -0.4187 -3.7732 -1.1259 0.046 -0.040 0.083 0.562
H 0.9162 -2.9388 -0.3112 -0.053 -0.225 0.043 0.257
H 1.2385 -0.3820 -1.5526 -0.010 0.008 -0.033 0.541
H 1.9761 0.4735 -3.7352 0.004 -0.011 -0.026 0.463
H 1.7340 -0.9213 -5.7642 0.036 -0.036 -0.001 0.424
H 0.7869 -3.1991 -5.5816 -0.001 0.000 0.005 0.433
H 0.0110 -4.0470 -3.4028 -0.012 0.011 -0.011 0.482
H -1.6103 -0.8590 -2.1864 0.021 0.020 0.029 0.448
H -2.8124 -0.4672 -0.9215 0.058 0.028 0.045 0.596
H -2.3007 -2.5618 -3.7530 -0.014 0.002 0.003 0.496
H -3.5967 -4.5853 -4.3093 -0.003 0.010 0.001 0.412
H -5.0223 -5.6554 -2.6012 -0.028 0.022 -0.005 0.412
H -5.1770 -4.6797 -0.3346 0.003 0.010 0.001 0.407
H -3.8900 -2.6505 0.2256 -0.051 -0.021 0.000 0.400

=====

3.
67
Properties=species:S:1:pos:R:3:forces:R:3:mulliken_charge:R:1 method="wB97M-V/def2-TZVPD" total_charge=-1 energy_ev=-173919.906 spin_multiplicity=5 s_squared=6.30 e_homo_ev="-4.488 / -4.520" max_force_ha_per_bohr=0.029 de_lowest_kcal_mol=0.0 homo_lumo_gap_ev="6.37 / 5.43"
Co 0.2708 0.0830 -0.4553 0.264 -0.484 0.133 0.544
Br -7.6004 0.5677 -3.8989 0.010 0.083 0.042 -0.212
C -6.6889 2.1130 -3.2769 -0.028 -0.048 0.000 0.129
C -6.5757 3.2191 -4.1110 -0.094 -0.081 -0.017 -0.420
C -5.8780 4.3257 -3.6820 0.192 0.115 0.114 -0.131
C -5.2345 4.3307 -2.4279 -0.499 -0.671 0.398 -0.032
C -5.4208 3.2163 -1.5791 0.183 0.268 0.012 -0.132
C -6.1370 2.1175 -2.0029 -0.084 -0.092 -0.091 -0.517
N -4.4179 5.3799 -2.1444 0.838 0.638 -1.056 -0.897
N -3.5905 5.3810 -1.1553 -0.478 -0.274 0.871 -0.311
C -2.5751 4.5690 -0.8812 0.204 0.135 -0.458 0.071
C -1.9474 4.6675 0.3859 -0.079 0.006 -0.010 -0.539
C -0.9907 3.7736 0.8085 0.134 -0.069 0.016 -0.737
C -0.6329 2.6612 0.0313 0.145 0.044 0.151 0.705
O 0.2691 1.7963 0.3810 0.030 0.836 0.455 -0.581
C -1.2764 2.5182 -1.2454 -0.323 0.128 -0.380 0.358
N -1.0421 1.3716 -1.9146 0.059 0.300 0.306 0.143
C -1.4095 1.2664 -3.1696 0.103 -0.205 -0.055 -0.025
C -1.9767 2.3359 -3.8678 -0.122 0.296 0.119 -1.336
C -2.3262 3.4715 -3.1679 -0.050 -0.179 -0.131 -0.382
C -2.0760 3.5473 -1.7916 0.042 -0.130 0.331 -0.038
H -7.0240 3.2026 -5.0950 -0.010 -0.004 0.005 0.401
H -5.7564 5.1845 -4.3290 0.007 0.031 0.026 0.443
H -4.9840 3.2266 -0.5891 0.050 -0.020 -0.014 0.427
H -6.2602 1.2608 -1.3546 0.026 -0.014 -0.007 0.411
H -2.2696 5.4656 1.0415 -0.029 0.017 -0.025 0.417
H -0.5217 3.8941 1.7762 0.003 -0.019 0.021 0.480
H -1.2310 0.3089 -3.6489 0.015 -0.059 0.062 0.363
H -2.1669 2.2625 -4.9291 0.000 -0.049 -0.006 0.417
H -2.7714 4.3105 -3.6811 -0.191 0.022 0.023 0.685
C 1.9875 -2.7584 3.5893 -0.058 0.042 -0.013 -1.700
C 1.2274 -1.4830 3.2599 -0.253 0.289 -0.448 1.184
O 0.8388 -0.7835 4.4324 0.079 0.024 0.148 -0.600
P 2.2116 -0.3880 2.1808 0.328 0.126 0.268 0.416
O 1.8535 1.1209 2.4583 -0.207 -0.038 -0.197 -0.639
O 3.6971 -0.4937 2.7833 -0.057 0.089 -0.020 -0.605
O 2.1958 -0.7697 0.7375 -0.194 -0.050 -0.001 -0.703
P -0.3249 -1.7754 2.2611 -0.031 -0.256 -0.498 0.479
O 0.0733 -2.9964 1.2832 0.080 0.179 0.363 -0.664
O -1.3889 -2.1383 3.2184 0.098 -0.104 0.196 -0.802
O -0.5123 -0.5366 1.4040 0.046 0.448 -0.248 -0.538
H 2.7734 -2.5342 4.3104 0.029 -0.002 -0.022 0.418
H 2.4281 -3.1783 2.6851 0.025 -0.098 0.052 0.278
H 1.2987 -3.4843 4.0217 -0.003 -0.024 -0.024 0.410
H -0.1208 -0.9054 4.5146 0.007 -0.114 0.030 0.421
H 1.1393 1.4477 1.8506 0.083 0.010 0.017 0.720
H 4.2944 0.0572 2.2594 0.026 -0.075 0.089 0.364
H 0.6399 -2.6384 0.5783 -0.238 -0.136 -0.135 0.416
C 1.6362 0.6821 -1.7769 0.470 0.236 -0.307 -1.238
H 1.4228 0.3069 -2.7752 -0.229 -0.163 0.100 0.264
H 2.5957 0.3002 -1.4314 -0.159 -0.128 0.176 0.302
H 1.6776 1.7709 -1.8139 -0.246 0.006 0.240 0.419
C -2.7323 -1.0343 -0.7783 0.269 0.043 0.065 -1.214
C -1.6306 -1.7009 -1.5450 -0.097 -0.226 -0.251 0.453
C -1.7920 -2.7087 -2.4691 -0.025 0.190 0.026 -0.843
C -0.5022 -3.1051 -2.8919 0.232 0.081 0.081 -1.041
C 0.3996 -2.3231 -2.2028 0.064 -0.366 -0.347 0.364
C 1.8956 -2.4188 -2.2496 -0.174 0.159 -0.020 -1.405
N -0.2735 -1.4490 -1.3868 -0.213 -0.634 -0.369 2.113
H -3.6553 -1.5961 -0.9210 0.005 0.003 -0.040 0.422
H -2.9022 -0.0050 -1.1034 -0.084 0.008 0.048 -0.050
H -2.4993 -1.0135 0.2853 -0.109 0.053 0.033 0.091
H -2.7356 -3.1186 -2.7950 -0.058 -0.016 0.071 0.511
H -0.2552 -3.8810 -3.6006 0.037 -0.051 0.029 0.494
H 2.2036 -3.4620 -2.3269 0.001 -0.013 0.031 0.432
H 2.3248 -1.9885 -1.3462 0.144 -0.048 -0.015 0.081
H 2.3071 -1.8911 -3.1146 0.095 0.035 0.054 0.286

=====

4.
63
Properties=species:S:1:pos:R:3:forces:R:3:mulliken_charge:R:1 method="wB97M-V/def2-TZVPD" total_charge=-1 energy_ev=-56637.314 e_homo_ev=-3.750 max_force_ha_per_bohr=0.033 de_lowest_kcal_mol=11.5 homo_lumo_gap_ev=5.87
Cs 0.1674 0.5953 -1.2425 -0.836 -0.047 1.468 1.266
C -4.7077 3.9711 1.3173 0.028 -0.110 0.078 -0.960
C -4.5087 5.3068 0.6756 -0.008 0.131 -0.058 1.285
C -5.0633 6.4418 1.2559 -0.021 0.048 0.009 -0.612
C -4.9428 7.6950 0.6824 0.023 0.009 -0.085 -0.675
C -4.2474 7.8395 -0.5099 -0.041 0.050 0.057 -0.596
C -3.6647 6.7318 -1.0935 0.011 -0.173 0.066 -0.854
C -3.7854 5.4681 -0.5120 -0.032 0.148 -0.092 -0.121
N -3.2169 4.3591 -1.1661 0.002 -0.148 -0.169 0.316
C -2.1994 3.5426 -0.6493 -0.063 -0.029 0.067 -0.385
N -1.6929 3.9838 0.5194 -0.048 0.193 0.153 -0.020
C -0.8967 3.3539 1.5486 0.014 -0.003 0.056 0.215
C -0.3760 2.0716 1.3903 -0.051 0.038 0.030 -0.508
C 0.3605 1.6312 2.5044 -0.102 -0.006 -0.080 -0.432
C 0.5602 2.3767 3.6566 0.032 0.035 0.051 -0.777
C 0.0153 3.6493 3.7394 0.065 0.006 0.126 -0.775
C -0.7233 4.1666 2.6868 0.050 -0.104 -0.017 0.913
C -1.2788 5.5600 2.8063 -0.103 0.137 -0.045 -1.317
N -1.7980 2.4989 -1.2812 -0.505 0.549 -0.332 -0.296
C -2.3774 2.1427 -2.5098 -0.160 0.006 0.104 -0.907
C -1.6460 2.3598 -3.6825 0.026 0.114 0.166 0.352
C -2.1228 1.9475 -4.9123 -0.021 -0.031 -0.154 -0.692
C -3.3356 1.2835 -4.9921 -0.001 -0.016 -0.182 -0.566
C -4.0500 1.0295 -3.8338 -0.062 -0.027 -0.016 -0.628
C -3.5975 1.4418 -2.5894 0.212 0.111 -0.023 1.358
C -4.3928 1.1413 -1.3596 -0.106 -0.001 0.118 -1.605
H -5.6720 3.9348 1.8222 -0.021 0.001 0.043 0.575
H -3.9280 3.7632 2.0508 0.054 -0.032 0.068 0.190
H -4.6643 3.1701 0.5868 -0.003 -0.065 -0.071 -0.162
H -5.6227 6.3228 2.1742 -0.045 0.019 0.077 0.419
H -5.3983 8.5509 1.1556 -0.041 0.104 0.058 0.398
H -4.1462 8.8098 -0.9765 -0.008 0.041 0.000 0.384
H -3.0948 6.8252 -2.0079 0.039 0.015 -0.065 0.456
H -3.2876 4.3451 -2.1726 0.045 -0.021 0.048 0.340
H -2.0220 4.9033 0.7623 0.029 -0.041 0.031 -0.098
H 0.8123 0.6380 2.4859 0.008 -0.036 -0.039 0.305
H 1.1416 1.9781 4.4814 0.013 0.008 0.048 0.338
H 0.1647 4.2568 4.6263 0.007 0.004 0.018 0.261
H -0.9912 6.0049 3.7586 0.017 -0.012 0.014 0.368
H -2.3723 5.5890 2.7592 -0.047 -0.010 -0.017 0.163
H -0.9091 6.2222 2.0169 0.018 0.033 -0.036 0.331
H -0.6846 2.8550 -3.6050 -0.015 0.028 0.007 0.572
H -1.5379 2.1343 -5.8034 0.009 -0.023 -0.019 0.404
H -3.7150 0.9452 -5.9478 0.013 -0.004 -0.007 0.395
H -4.9858 0.4851 -3.8887 -0.019 -0.019 -0.012 0.396
H -4.9925 0.2411 -1.4937 0.004 -0.010 -0.004 0.495
H -5.0751 1.9637 -1.1342 -0.032 0.016 0.027 0.198
H -3.7428 1.0086 -0.4969 0.049 -0.015 0.079 0.359
O 0.9430 -1.6804 -2.9703 0.009 -0.193 -0.113 -0.576
Cl 2.1911 -0.9508 -2.9044 0.307 -0.260 -0.416 1.451
O 1.9288 0.4370 -3.2445 0.863 -0.368 -0.666 -0.687
O 3.1467 -1.5222 -3.7880 0.305 -0.077 -0.295 -0.697
O 2.6821 -1.0107 -1.5369 0.128 0.024 0.028 -0.603
N 1.7712 -3.3776 0.2810 -0.216 0.433 -0.280 -0.652
C 0.8249 -4.0962 -0.5832 -0.015 -0.114 -0.025 0.117
C -0.5625 -4.2240 0.0625 0.272 -0.519 0.083 0.395
O -1.4818 -4.8116 -0.4444 0.028 0.155 -0.205 -0.623
O -0.6343 -3.7235 1.2916 0.464 0.478 0.216 -0.501
H 2.0427 -2.4840 -0.1460 -0.057 -0.461 0.126 0.269
H 2.6181 -3.9053 0.4388 -0.065 0.004 -0.022 0.194
H 0.2680 -3.3332 1.4539 -0.363 -0.177 -0.065 0.439
H 1.1548 -5.1244 -0.7726 -0.053 0.165 0.039 0.317
H 0.7018 -3.6230 -1.5589 0.015 0.046 0.051 0.090